The following is a DFT calculation (wB97M-V/def2-TZVPD) of a cluster of 6 separate species, C33H53BrN9O5PS in total in a non-equilibrium geometry.

The geometry in XYZ format:
```
103
Properties=species:S:1:pos:R:3:mulliken_charge:R:1
C -3.6433 1.8167 0.0266 -1.118
C -2.4522 1.3238 0.9029 -0.348
N -1.3861 2.3424 0.8547 0.100
C -0.3210 2.1021 -0.0794 -1.842
C 0.6190 3.3253 -0.0517 -0.823
C 0.1165 4.6447 -0.6292 0.594
C -1.2928 5.1282 -0.4741 -1.115
N 0.9317 5.4060 -1.2411 -0.914
C -0.7621 1.5772 -1.4235 -0.041
N -1.0585 2.6066 -2.4435 -0.532
C -1.4986 2.2544 -3.5064 0.551
S -1.9791 1.6900 -4.8786 -0.353
C 0.3005 0.5291 -1.8903 0.903
P 1.8853 1.1948 -2.7042 -0.128
O 2.1882 0.3215 -4.0361 -0.402
O 1.6472 2.7775 -3.0837 -0.169
C 0.8188 0.0944 -0.5507 -0.090
C 1.5646 -1.2237 -0.4606 -0.155
O 2.5442 -1.3767 -1.1858 -0.621
O 1.0237 -2.0250 0.3516 -0.745
N 0.5324 0.9271 0.3925 0.723
C 1.0109 0.6917 1.7469 -0.627
C 2.3787 1.3484 1.9720 0.255
O 2.5361 2.1124 2.8611 -0.505
Br 3.8517 0.9413 0.8150 -0.084
H -4.5412 1.9909 0.6103 0.364
H -3.3490 2.7497 -0.4483 0.175
H -3.8208 1.1153 -0.7894 0.328
H -2.1249 0.3530 0.5288 0.130
H -2.8223 1.2407 1.9112 0.726
H -1.0388 2.5856 1.7715 0.657
H 0.8910 3.4906 0.9941 0.535
H 1.5304 3.0605 -0.5864 0.499
H -1.3423 6.2088 -0.5463 0.481
H -1.6917 4.8440 0.4977 0.266
H -1.9225 4.6420 -1.2163 0.139
H 1.8577 4.9796 -1.2821 0.274
H -1.6670 0.9757 -1.4008 0.997
H -0.2202 -0.3153 -2.3378 0.521
H 1.4150 0.2545 -4.6198 0.361
H 1.0044 2.9015 -3.8011 0.130
H 1.0470 -0.3765 1.9546 0.871
H 0.4092 1.1705 2.5196 -0.181
C 1.8317 -3.4201 -3.7669 -0.967
C 0.7978 -4.5286 -3.6005 -0.118
C -0.6265 -4.0789 -3.9503 -0.648
C -1.0520 -2.9837 -3.0819 0.351
N -1.3487 -2.1205 -2.3914 -0.485
H 1.6447 -2.5844 -3.0923 0.066
H 2.8298 -3.7915 -3.5405 0.379
H 1.8362 -3.0420 -4.7927 0.309
H 0.8254 -4.8912 -2.5708 0.329
H 1.0598 -5.3684 -4.2467 0.112
H -1.3304 -4.9035 -3.8327 0.277
H -0.6756 -3.7421 -4.9868 0.318
C -1.7804 -0.5175 6.8304 -0.932
C -1.4608 -1.4493 5.6675 -0.894
C -0.4715 -0.8420 4.6633 -0.441
C -1.0144 0.3809 4.0755 0.633
N -1.4686 1.3371 3.6404 -0.630
H -2.2625 0.3989 6.4817 0.329
H -2.4601 -0.9979 7.5375 0.445
H -0.8724 -0.2425 7.3729 0.310
H -2.3854 -1.7130 5.1512 0.344
H -1.0346 -2.3760 6.0532 0.402
H -0.2613 -1.5481 3.8569 0.312
H 0.4729 -0.5995 5.1546 0.374
C 5.2588 4.7733 -4.7143 -1.090
C 4.4160 5.7078 -5.5752 -0.481
C 2.9104 5.4806 -5.3958 -0.202
C 2.5398 4.1178 -5.7726 0.306
N 2.2513 3.0464 -6.0592 -0.504
H 5.0984 3.7288 -4.9844 0.334
H 6.3194 4.9863 -4.8467 0.339
H 5.0199 4.8918 -3.6560 0.268
H 4.6827 5.5723 -6.6250 0.298
H 4.6449 6.7433 -5.3183 0.322
H 2.3409 6.1748 -6.0141 0.331
H 2.6210 5.6413 -4.3554 0.171
C -3.0097 2.5995 9.2988 -0.824
C -4.0392 2.1816 10.3425 -0.428
C -3.6355 0.9121 11.1020 -0.483
C -3.4891 -0.2225 10.1900 0.290
N -3.3800 -1.1098 9.4757 -0.497
H -2.8929 1.8374 8.5272 0.052
H -3.3194 3.5197 8.8044 0.337
H -2.0343 2.7745 9.7566 0.309
H -5.0033 2.0232 9.8563 0.293
H -4.1734 2.9902 11.0626 0.306
H -4.3895 0.6572 11.8469 0.293
H -2.6877 1.0630 11.6209 0.277
C 0.2746 -8.9654 -3.4035 -1.018
C 0.6800 -9.8593 -4.5702 -0.419
C 1.6291 -9.1617 -5.5518 -0.422
C 1.0002 -7.9769 -6.1357 0.254
N 0.4947 -7.0515 -6.5801 -0.443
H -0.2739 -8.0872 -3.7472 0.220
H -0.3739 -9.5069 -2.7153 0.350
H 1.1490 -8.6254 -2.8456 0.309
H -0.2147 -10.1888 -5.1012 0.293
H 1.1719 -10.7544 -4.1864 0.307
H 1.9063 -9.8375 -6.3611 0.307
H 2.5438 -8.8529 -5.0435 0.283
```

Output
HOMO energy	-8.2	eV
HOMO-LUMO gap	0.305	Ha
largest force on an atom	3.5	eV Å⁻¹
DFT total energy	-5471.75826	Eh
molar mass	798.790	g mol⁻¹